(1)
Here is a 2-piece molecular cluster, C3H9NOS overall from the Open Molecules 2025 dataset. Energies are from wB97M-V/def2-TZVPD.

XYZ file:
```
15
Properties=species:S:1:pos:R:3:nbo_charge:R:1
N -3.078 -4.599 -2.407 -0.823
C -4.277 -4.999 -1.916 0.525
O -5.325 -4.665 -2.412 -0.595
H -2.173 -4.865 -2.060 0.394
H -3.076 -3.971 -3.192 0.396
H -4.134 -5.673 -1.062 0.104
C 1.242 3.927 1.197 -0.731
S 2.462 2.835 0.358 0.146
C 3.661 2.492 1.673 -0.729
H 1.334 3.847 2.279 0.221
H 0.289 3.459 1.001 0.224
H 1.353 4.909 0.751 0.223
H 3.203 2.422 2.662 0.212
H 4.178 1.585 1.410 0.227
H 4.340 3.297 1.719 0.207
```

* SMILES string: NC=O.CSC
* net charge: 0
* Kohn-Sham gap: 9.46 eV


(2)
Here is an isolated molecule of C3H9NOS from the Open Molecules 2025 dataset. Energies are from wB97M-V/def2-TZVPD.

XYZ file:
```
15
Properties=species:S:1:pos:R:3:nbo_charge:R:1
N -1.411 0.614 -0.152 -0.820
C -0.232 -0.230 -0.333 -0.081
C 0.264 -0.439 -1.770 -0.089
O -0.923 -0.421 -2.610 -0.740
C 0.919 0.305 0.565 -0.546
S 0.750 0.016 2.298 -0.026
H -1.196 1.531 -0.535 0.351
H -2.083 0.164 -0.771 0.376
H -0.365 -1.228 0.092 0.194
H 0.865 0.362 -2.207 0.165
H 0.787 -1.398 -1.782 0.173
H -0.639 -0.733 -3.477 0.472
H 1.806 -0.261 0.220 0.220
H 1.190 1.325 0.317 0.206
H -0.509 0.521 2.440 0.145
```

* SMILES string: N[C@@H](CO)CS
* net charge: 0
* Kohn-Sham gap: 9.63 eV


Tell me which of them is the least stable. Sure, it is (2).


(1)
Here is C3H7PS as an isolated structure from the Open Molecules 2025 dataset. Energies are from wB97M-V/def2-TZVPD.

XYZ file:
```
12
Properties=species:S:1:pos:R:3:nbo_charge:R:1
C 1.206 -0.195 0.026 -0.202
C 1.676 -1.634 -0.192 -0.704
C -1.351 1.663 0.182 -0.942
P -1.213 -0.208 -0.091 0.366
S 1.851 1.264 -0.121 0.109
H 2.239 -1.843 0.714 0.242
H 0.816 -2.274 -0.316 0.228
H 2.190 -1.718 -1.062 0.231
H -1.861 2.163 -0.725 0.231
H -0.259 1.892 0.015 0.244
H -1.826 1.833 1.107 0.232
H -1.457 -0.675 1.263 -0.036
```

* net charge: 0
* Kohn-Sham gap: 7.79 eV


(2)
Here is a 2-piece molecular cluster, C3H7PS overall from the Open Molecules 2025 dataset. Energies are from wB97M-V/def2-TZVPD.

XYZ file:
```
12
Properties=species:S:1:pos:R:3:nbo_charge:R:1
C 0.349 0.228 -0.091 -0.382
C -0.763 -0.302 0.824 -0.632
C -0.237 1.085 -1.129 -0.658
P 1.877 -0.816 -0.577 0.401
S 1.846 0.662 0.876 -0.035
H -1.159 0.627 1.275 0.212
H -0.368 -0.926 1.695 0.227
H -1.530 -0.847 0.262 0.214
H -0.222 0.657 -2.150 0.223
H -0.026 2.172 -1.124 0.233
H -1.237 0.998 -0.967 0.216
H 1.470 -3.538 1.106 -0.018
```

* net charge: 0
* Kohn-Sham gap (alpha / beta): 7.48 / 8.75 eV


(3)
Here is a 2-piece molecular cluster, C3H7PS overall from the Open Molecules 2025 dataset. Energies are from wB97M-V/def2-TZVPD.

XYZ file:
```
12
Properties=species:S:1:pos:R:3:nbo_charge:R:1
C 1.191 -2.124 -1.338 -0.733
C -0.185 -1.768 -1.502 -0.468
P -1.621 -1.147 -1.552 0.469
H 1.797 -1.313 -1.518 0.247
H 1.588 -2.810 -2.123 0.239
H 1.303 -2.645 -0.381 0.245
C -1.175 2.110 1.343 -0.701
S 0.652 2.034 0.919 -0.072
H -1.654 3.062 1.008 0.224
H -1.073 2.267 2.362 0.216
H -1.613 1.175 0.915 0.229
H 0.791 1.160 1.868 0.105
```

* SMILES string: CC#P.CS
* net charge: 0
* Kohn-Sham gap: 9.74 eV


Tell me which of them is the least stable. Sure, it is (2).


(1)
Here is C5H14N2S as an isolated structure from the Open Molecules 2025 dataset. Energies are from wB97M-V/def2-TZVPD.

XYZ file:
```
22
Properties=species:S:1:pos:R:3:nbo_charge:R:1
C 2.794 0.322 -0.036 -0.434
C 0.494 0.528 0.759 -0.218
C -0.285 0.532 -0.604 -0.444
C -1.517 1.400 -0.817 -0.233
C -0.845 -2.273 0.336 -0.788
H 3.388 1.291 0.270 0.210
H 3.440 -0.775 -0.181 0.220
H 2.183 0.620 -1.045 0.172
H 1.536 -1.023 0.816 0.340
H -0.130 -0.036 1.593 0.191
H 0.629 1.457 1.117 0.194
H 0.305 0.850 -1.560 0.239
H -1.445 1.367 -1.907 0.208
H -1.097 2.447 -0.675 0.176
H -2.571 0.907 0.958 0.352
H -2.983 0.323 -0.303 0.347
H -2.199 -2.671 0.643 0.269
H -0.108 -3.575 -0.062 0.224
H -0.043 -1.819 0.987 0.199
N 1.704 -0.051 0.911 -0.619
N -2.725 1.247 -0.075 -0.800
S -0.524 -1.066 -1.123 0.197
```

* net charge: 0
* Kohn-Sham gap: 8.95 eV


(2)
Here is an isolated molecule of C5H14N2S from the Open Molecules 2025 dataset. Energies are from wB97M-V/def2-TZVPD.

XYZ file:
```
22
Properties=species:S:1:pos:R:3:nbo_charge:R:1
C -0.984 -0.564 1.625 -0.614
C -0.296 -0.414 0.244 -0.049
C 1.010 -1.245 0.247 -0.404
C 1.850 -0.910 -1.024 -0.507
S 2.543 -2.250 -2.034 -0.066
N 0.138 0.996 0.139 -0.652
C -0.668 1.901 -0.656 -0.049
N -2.126 2.039 -0.414 -0.850
H -1.407 -1.544 1.819 0.216
H -1.842 0.116 1.634 0.198
H -0.250 -0.216 2.346 0.202
H -0.890 -0.670 -0.632 0.201
H 1.547 -0.851 1.113 0.198
H 0.891 -2.312 0.426 0.211
H 2.704 -0.328 -0.720 0.228
H 1.178 -0.419 -1.716 0.212
H 1.804 -3.332 -1.676 0.119
H 0.366 1.369 1.057 0.356
H -0.220 2.874 -0.479 0.185
H -0.595 1.601 -1.701 0.171
H -2.545 1.324 0.180 0.351
H -2.206 2.835 0.221 0.344
```

* SMILES string: C[C@H](CCS)NCN
* net charge: 0
* Kohn-Sham gap: 9.67 eV


Tell me which of them is the least stable. Sure, it is (1).


(1)
Here is a 3-piece molecular cluster, C5H11NO3 overall from the Open Molecules 2025 dataset. Energies are from wB97M-V/def2-TZVPD.

XYZ file:
```
20
Properties=species:S:1:pos:R:3:nbo_charge:R:1
C -0.678 -0.654 0.366 0.869
C -2.628 0.545 1.227 -0.619
C 1.873 -0.872 -1.467 -0.711
N -0.657 0.682 0.401 -0.191
C 1.483 0.046 -0.361 -0.027
C 2.275 0.853 0.321 -0.533
O -1.053 1.177 -0.886 -0.609
O -1.187 -1.380 -0.608 -0.650
O -0.346 -1.358 1.428 -0.639
H -0.254 1.666 -1.147 0.495
H -1.387 -0.753 -1.329 0.518
H -0.071 -0.762 2.141 0.512
H -2.379 0.571 2.280 0.176
H -2.946 1.481 0.791 0.194
H -3.211 -0.316 0.914 0.185
H 2.947 -0.803 -1.695 0.206
H 1.318 -0.651 -2.384 0.212
H 1.652 -1.911 -1.209 0.225
H 3.342 0.942 0.100 0.186
H 1.904 1.495 1.114 0.202
```

* net charge: 0
* Kohn-Sham gap (alpha / beta): 7.15 / 8.08 eV


(2)
Here is C5H11NO3 as an isolated structure from the Open Molecules 2025 dataset. Energies are from wB97M-V/def2-TZVPD.

XYZ file:
```
20
Properties=species:S:1:pos:R:3:nbo_charge:R:1
C -0.900 -1.021 -0.177 0.478
C 1.710 0.201 1.410 -0.245
C 0.816 1.758 -1.686 -0.259
C -1.606 -1.689 0.951 -0.672
C -0.246 0.301 -0.148 0.552
O 0.319 0.408 1.252 -0.583
O 0.710 0.435 -1.153 -0.550
O -0.592 -1.843 -1.184 -0.657
N -1.506 0.740 -0.424 -0.746
H -0.067 -1.318 -1.821 0.505
H -2.069 0.908 0.401 0.367
H 1.912 0.161 2.481 0.191
H 2.043 -0.731 0.940 0.167
H 2.283 1.031 0.980 0.166
H 1.003 2.481 -0.889 0.181
H 1.655 1.726 -2.382 0.194
H -0.102 2.035 -2.211 0.200
H -2.615 -1.958 0.634 0.230
H -1.668 -1.022 1.807 0.243
H -1.079 -2.604 1.218 0.238
```

* net charge: 0
* Kohn-Sham gap: 9.24 eV


(3)
Here is an isolated molecule of C5H11NO3 from the Open Molecules 2025 dataset. Energies are from wB97M-V/def2-TZVPD.

XYZ file:
```
20
Properties=species:S:1:pos:R:3:nbo_charge:R:1
C 1.830 -0.953 0.586 -0.654
C 1.922 -0.101 -0.676 -0.059
O 0.697 0.489 -1.083 -0.548
C 0.197 1.501 -0.231 -0.072
C -1.286 1.281 -0.013 -0.248
N -1.529 0.136 0.874 -0.683
C -1.708 -1.134 0.297 0.892
O -1.492 -2.172 0.873 -0.606
O -2.162 -1.094 -0.975 -0.690
H 1.515 -1.973 0.362 0.217
H 1.129 -0.541 1.312 0.224
H 2.813 -1.000 1.064 0.210
H 2.223 -0.732 -1.517 0.189
H 2.698 0.671 -0.571 0.158
H 0.336 2.485 -0.703 0.173
H 0.731 1.519 0.724 0.177
H -1.739 2.180 0.413 0.201
H -1.741 1.135 -0.996 0.215
H -2.271 0.317 1.535 0.401
H -2.163 -2.016 -1.274 0.501
```

* SMILES string: CCOCCNC(=O)O
* net charge: 0
* Kohn-Sham gap: 10.44 eV


Tell me which of them is the least stable. Sure, it is (1).


(1)
Here is a 2-piece molecular cluster, C5H11NO3 overall from the Open Molecules 2025 dataset. Energies are from wB97M-V/def2-TZVPD.

XYZ file:
```
20
Properties=species:S:1:pos:R:3:nbo_charge:R:1
H 1.048 2.829 0.049 0.366
N 0.975 2.449 -0.894 -0.642
C 0.369 1.350 -0.921 0.610
C -0.072 0.643 -2.150 -0.726
O -0.374 0.917 0.370 -0.618
C -1.739 0.511 0.472 -0.252
H 0.297 1.134 -3.055 0.244
H -1.156 0.601 -2.240 0.235
H 0.352 -0.358 -2.201 0.257
H -1.837 0.096 1.480 0.190
H -1.997 -0.221 -0.294 0.184
H -2.379 1.395 0.452 0.179
C 0.431 -1.737 1.940 -0.721
C 0.626 -1.222 0.543 0.832
O 0.391 -1.904 -0.444 -0.609
O 1.775 -0.323 0.459 -0.738
H 0.855 -2.740 2.021 0.254
H 0.865 -1.073 2.689 0.240
H -0.644 -1.826 2.115 0.231
H 2.211 -0.519 -0.391 0.483
```

* SMILES string: [H]/N=C(/C)OC.CC(=O)O
* net charge: 0
* Kohn-Sham gap: 10.66 eV


(2)
Here is a 2-piece molecular cluster, C5H11NO3 overall from the Open Molecules 2025 dataset. Energies are from wB97M-V/def2-TZVPD.

XYZ file:
```
20
Properties=species:S:1:pos:R:3:nbo_charge:R:1
C -1.074 0.353 -1.954 -0.613
C -0.068 -0.566 -1.262 -0.383
C 1.032 0.331 -0.564 -0.517
C 1.148 0.206 0.954 0.738
O 2.099 -0.253 1.523 -0.569
N 0.040 0.635 1.714 -0.677
C -0.888 1.596 1.374 0.534
O -1.625 2.050 2.216 -0.577
H -1.387 1.154 -1.294 0.193
H -2.020 -0.197 -2.046 0.211
H -0.751 0.695 -2.935 0.214
H 0.490 -1.204 -1.946 0.218
H -0.569 -1.184 -0.532 0.212
H 2.013 0.045 -0.953 0.240
H 0.929 1.377 -0.876 0.219
H -0.118 0.379 2.679 0.421
H -0.873 1.939 0.333 0.125
O 0.624 -2.222 0.924 -0.957
H 1.265 -2.766 1.388 0.493
H -0.266 -2.368 1.255 0.477
```

* SMILES string: CCCC(=O)NC=O.O
* net charge: 0
* Kohn-Sham gap: 10.48 eV


Tell me which of them is the least stable. Sure, it is (1).


(1)
Here is an isolated molecule of C5H11NO3 from the Open Molecules 2025 dataset. Energies are from wB97M-V/def2-TZVPD.

XYZ file:
```
20
Properties=species:S:1:pos:R:3:nbo_charge:R:1
C -2.370 -0.147 1.038 -0.611
C -1.262 0.502 0.206 -0.145
C -0.282 -0.570 -0.324 -0.461
C 1.187 -0.063 -0.303 0.516
C 1.982 -0.619 -1.483 -0.635
O 1.202 1.360 -0.310 -0.698
O 1.828 -0.471 0.860 -0.719
N -0.586 1.540 1.013 0.192
O -0.119 1.178 2.075 -0.364
H -3.105 0.599 1.330 0.217
H -1.941 -0.588 1.937 0.224
H -2.865 -0.923 0.460 0.218
H -1.693 1.057 -0.636 0.196
H -0.321 -1.464 0.296 0.230
H -0.575 -0.851 -1.336 0.217
H 1.535 -0.325 -2.429 0.201
H 2.010 -1.703 -1.416 0.224
H 2.998 -0.237 -1.422 0.230
H 0.914 1.698 -1.165 0.477
H 1.464 0.027 1.607 0.493
```

* SMILES string: C[C@H](CC(C)(O)O)N=O
* net charge: 0
* Kohn-Sham gap (alpha / beta): 9.04 / 9.04 eV


(2)
Here is C5H11NO3 as an isolated structure from the Open Molecules 2025 dataset. Energies are from wB97M-V/def2-TZVPD.

XYZ file:
```
20
Properties=species:S:1:pos:R:3:nbo_charge:R:1
C 0.598 1.078 -1.637 -0.711
C 0.592 0.835 -0.139 0.723
N -1.494 2.110 0.426 -0.509
O -0.773 0.879 0.438 -0.479
O 1.492 1.279 0.578 -0.533
H -1.456 2.393 1.405 0.346
H -1.053 2.855 -0.109 0.336
H 1.527 0.680 -2.045 0.250
H -0.252 0.605 -2.127 0.232
H 0.593 2.154 -1.826 0.237
C -1.318 -1.364 -0.381 -0.502
C 0.950 -1.470 1.587 -0.740
C 0.768 -1.190 0.114 0.554
O 1.444 -1.695 -0.744 -0.535
H 0.288 -0.843 2.180 0.238
H -1.499 -1.995 0.479 0.193
H -2.156 -0.698 -0.528 0.214
H -0.970 -1.816 -1.301 0.196
H 1.987 -1.272 1.862 0.247
H 0.733 -2.525 1.770 0.242
```

* net charge: 0
* Kohn-Sham gap (alpha / beta): 7.16 / 7.14 eV


Tell me which of them is the least stable. Sure, it is (2).